*1*
C6H10O in the gas phase, computed with ωB97M-V with the def2-TZVPD basis set.

- net charge = 0
- SMILES string = C[C@@H]1[C@@H]2C[C@@H](O)[C@H]12

Structure (XYZ):
```
17
C6H10O | the OMol25 dataset | ωB97M-V with the def2-TZVPD basis set
C 0.015 0.152 2.101
C 0.639 -0.569 0.947
C -0.257 -0.897 -0.196
C 1.011 -0.077 -0.429
C 0.246 1.134 -0.952
C -0.958 0.250 -1.189
O -0.914 -0.531 -2.359
H -0.416 -0.590 2.787
H -0.815 0.751 1.720
H 0.715 0.776 2.655
H 1.417 -1.294 1.249
H -0.353 -1.277 -2.068
H -1.010 -1.631 -0.284
H 1.951 -0.382 -0.870
H 0.692 1.638 -1.808
H 0.009 1.861 -0.165
H -1.973 0.686 -1.140
```


*2*
2 unconnected molecules or ions with the total composition C6H10O, computed with ωB97M-V with the def2-TZVPD basis set.

- net charge = 0
- SMILES string = C#CCC(=C)C.O

Structure (XYZ):
```
17
C6H10O | the OMol25 dataset | ωB97M-V with the def2-TZVPD basis set
C 2.143 -0.788 0.491
C 1.369 -0.090 -0.625
C 1.863 0.124 -1.835
C 0.065 0.433 -0.172
C -0.727 -0.380 0.806
C -1.404 -1.221 1.364
H -2.937 1.849 0.821
H -3.346 0.636 -0.038
H 3.215 -0.917 0.207
H 1.617 -1.679 0.870
H 2.073 -0.208 1.390
H 2.815 -0.256 -2.015
H 1.286 0.646 -2.552
H -0.535 0.630 -1.052
H 0.152 1.385 0.295
H -1.802 -1.887 2.042
O -2.798 1.417 -0.019
```


Q: Which of them is the most stable? A: *2*.


*1*
C6H10O in the gas phase, computed with ωB97M-V with the def2-TZVPD basis set.

- net charge = 0
- SMILES string = CC1=CCC[C@H]1O

Structure (XYZ):
```
17
C6H10O | the OMol25 dataset | ωB97M-V with the def2-TZVPD basis set
C 2.237 0.079 0.002
C 0.755 -0.107 0.067
C 0.083 -1.084 0.678
C -1.381 -1.101 0.332
C -1.560 0.147 -0.568
C -0.202 0.885 -0.564
O -0.217 2.097 0.184
H 2.555 1.006 0.490
H 2.558 0.142 -1.046
H 2.762 -0.765 0.460
H 0.538 -1.856 1.296
H -2.053 -1.136 1.198
H -1.570 -2.015 -0.242
H -1.822 -0.159 -1.585
H -2.348 0.826 -0.227
H 0.100 1.195 -1.570
H -0.436 1.849 1.093
```


*2*
C6H10O in the gas phase, computed with ωB97M-V with the def2-TZVPD basis set.

- net charge = 0

Structure (XYZ):
```
17
C6H10O | the OMol25 dataset | ωB97M-V with the def2-TZVPD basis set
C 1.326 -1.655 1.678
C 0.411 -1.520 0.543
C 0.713 -0.340 -0.318
C -0.511 0.554 -0.480
C -0.320 1.808 -1.299
C -1.855 0.004 -0.300
O -1.217 0.735 0.748
H 1.435 -2.678 2.051
H 0.680 -1.140 2.422
H 2.288 -1.116 1.660
H 1.573 0.286 -0.013
H 0.968 -0.782 -1.298
H -0.163 1.564 -2.356
H 0.545 2.381 -0.947
H -1.208 2.442 -1.215
H -1.969 -1.061 -0.116
H -2.698 0.518 -0.761
```


Q: Which of them is the most stable? A: *1*.


*1*
2 unconnected molecules or ions with the total composition C5H12NO, computed with ωB97M-V with the def2-TZVPD basis set.

- net charge = +1

Structure (XYZ):
```
19
C5H12NO | the OMol25 dataset | ωB97M-V with the def2-TZVPD basis set
C -0.618 1.169 -0.815
C -0.264 1.170 0.606
C -0.811 -0.028 -0.004
C -2.272 -0.728 0.137
C 3.696 0.348 -0.056
N 0.115 -1.174 -0.234
O 2.504 0.232 -0.197
H -1.496 1.492 -1.233
H 0.119 0.971 -1.597
H 0.762 1.100 0.922
H -0.912 1.626 1.351
H -2.724 -1.329 0.944
H -2.450 -1.453 -0.763
H -2.975 0.059 0.102
H 4.117 1.278 0.438
H 4.454 -0.417 -0.047
H 0.165 -1.909 0.555
H 1.101 -0.837 -0.241
H -0.239 -1.749 -1.094
```


*2*
A gas-phase ion, C5H12NO (charge +1), computed with ωB97M-V with the def2-TZVPD basis set.

- net charge = +1
- SMILES string = C=[NH+]CCCCO

Structure (XYZ):
```
19
C5H12NO | the OMol25 dataset | ωB97M-V with the def2-TZVPD basis set
C -1.388 1.107 0.702
O -0.806 1.885 -0.392
C -0.302 0.221 1.283
C -0.099 -1.196 0.740
C -0.034 -1.201 -0.779
C 2.105 -0.218 -1.113
N 0.852 -0.079 -1.277
H -1.570 1.843 1.480
H -2.320 0.670 0.339
H -1.545 2.223 -0.917
H -0.585 0.120 2.339
H 0.611 0.817 1.386
H 0.618 -1.810 1.277
H -1.070 -1.674 0.920
H 0.507 -2.060 -1.161
H -0.952 -1.129 -1.345
H 2.731 0.644 -1.343
H 2.596 -1.071 -0.664
H 0.651 0.907 -1.476
```


Q: Which of them is the most stable? A: *2*.


*1*
A molecular structure, C44H35F9OP2Se4Zr, computed with ωB97M-V with the def2-TZVPD basis set.

- net charge = 0

Structure (XYZ):
```
96
C44H35F9OP2Se4Zr | the OMol25 dataset | ωB97M-V with the def2-TZVPD basis set
Zr -0.465 -0.564 -2.042
Se -2.096 1.294 -3.155
Se -2.016 0.821 -5.471
Se 0.164 0.168 -5.765
Se 0.051 -2.032 -4.964
O 1.373 -0.643 -2.883
C 0.803 -1.883 -3.133
C 1.613 -3.066 -2.735
C 2.075 -4.054 -3.608
C 2.878 -5.086 -3.152
C 3.273 -5.152 -1.823
C 2.821 -4.188 -0.940
C 1.968 -3.180 -1.381
P 1.265 -1.972 -0.230
C 2.737 -1.152 0.457
C 3.414 -0.290 -0.412
C 4.551 0.375 0.019
C 5.018 0.189 1.316
C 4.355 -0.673 2.175
C 3.217 -1.346 1.748
C 0.511 -2.890 1.135
C 0.204 -4.244 1.071
C -0.533 -4.840 2.088
C -0.964 -4.092 3.171
C -0.661 -2.737 3.242
C 0.063 -2.139 2.226
H 1.834 -4.011 -4.660
H 3.220 -5.837 -3.854
H 3.922 -5.947 -1.479
H 3.112 -4.221 0.104
H 3.048 -0.159 -1.425
H 5.073 1.039 -0.657
H 5.904 0.714 1.652
H 4.726 -0.829 3.181
H 2.700 -2.017 2.424
H 0.522 -4.836 0.223
H -0.773 -5.893 2.025
H -1.539 -4.561 3.959
H -0.997 -2.146 4.085
H 0.284 -1.076 2.282
F 0.680 1.332 6.725
C 1.619 1.857 5.923
F 2.764 1.205 6.169
F 1.798 3.130 6.318
C 1.219 1.783 4.478
C 2.152 1.469 3.503
C 1.769 1.431 2.172
C 0.456 1.711 1.806
C -0.473 2.038 2.796
C -0.094 2.072 4.127
P 0.014 1.675 0.032
C -1.801 1.858 0.088
C -2.474 3.042 -0.195
C -3.861 3.074 -0.172
C -4.572 1.925 0.138
C -3.912 0.736 0.417
C -2.530 0.705 0.387
C -6.074 1.931 0.139
F -6.567 1.269 1.200
F -6.571 1.333 -0.954
F -6.579 3.171 0.179
C 0.635 3.258 -0.607
C 0.848 3.361 -1.982
C 1.298 4.553 -2.525
C 1.553 5.635 -1.694
C 1.361 5.537 -0.325
C 0.902 4.347 0.218
C 2.075 6.905 -2.304
F 3.353 6.769 -2.698
F 2.037 7.935 -1.448
F 1.373 7.260 -3.389
H 3.174 1.240 3.773
H 2.508 1.188 1.417
H -1.499 2.260 2.537
H -0.820 2.320 4.891
H -1.920 3.934 -0.454
H -4.387 3.990 -0.403
H -4.471 -0.163 0.644
H -2.021 -0.232 0.602
H 0.648 2.518 -2.633
H 1.451 4.635 -3.593
H 1.562 6.384 0.316
H 0.749 4.277 1.286
C -4.166 -2.971 -0.675
C -3.334 -2.100 -1.614
C -3.640 -2.436 -3.071
C -1.830 -2.244 -1.339
H -5.238 -2.867 -0.864
H -3.977 -2.716 0.373
H -3.900 -4.024 -0.805
H -3.636 -1.057 -1.461
H -3.393 -3.481 -3.282
H -3.054 -1.814 -3.752
H -4.697 -2.287 -3.303
H -1.501 -3.233 -1.682
H -1.661 -2.271 -0.246
```


*2*
A molecular structure, C44H35F9OP2Se4Zr, computed with ωB97M-V with the def2-TZVPD basis set.

- net charge = 0

Structure (XYZ):
```
96
C44H35F9OP2Se4Zr | the OMol25 dataset | ωB97M-V with the def2-TZVPD basis set
Zr -0.868 -0.487 -0.438
Se -2.947 1.360 0.026
Se -3.662 -0.576 -1.076
Se -2.540 -0.427 -3.137
Se -0.704 -1.811 -2.807
O 0.093 0.696 0.824
C -0.728 0.164 1.664
C -0.447 0.442 3.059
C -1.394 0.201 4.060
C -1.040 0.335 5.384
C 0.271 0.663 5.719
C 1.214 0.905 4.737
C 0.867 0.838 3.394
P 2.045 1.180 2.039
C 3.619 1.320 2.989
C 4.332 0.124 3.060
C 5.584 0.075 3.639
C 6.148 1.233 4.152
C 5.442 2.424 4.102
C 4.185 2.471 3.522
C 1.609 2.925 1.644
C 0.305 3.396 1.775
C -0.050 4.631 1.263
C 0.887 5.411 0.607
C 2.197 4.971 0.508
C 2.555 3.734 1.018
H -2.398 -0.065 3.762
H -1.773 0.171 6.159
H 0.554 0.724 6.758
H 2.223 1.172 5.009
H 3.887 -0.779 2.658
H 6.132 -0.856 3.679
H 7.136 1.212 4.590
H 5.877 3.327 4.510
H 3.641 3.404 3.489
H -0.451 2.808 2.277
H -1.069 4.970 1.360
H 0.599 6.357 0.175
H 2.943 5.589 0.029
H 3.577 3.389 0.934
F 7.074 4.447 -0.801
C 7.089 3.139 -1.102
F 7.521 3.057 -2.378
F 8.033 2.580 -0.337
C 5.740 2.490 -0.964
C 4.667 3.058 -1.640
C 3.447 2.406 -1.676
C 3.308 1.167 -1.060
C 4.364 0.649 -0.312
C 5.580 1.302 -0.261
P 1.857 0.054 -1.288
C 2.721 -1.123 -2.406
C 3.626 -0.701 -3.375
C 4.215 -1.619 -4.224
C 3.913 -2.967 -4.088
C 3.063 -3.408 -3.081
C 2.466 -2.483 -2.246
C 4.529 -3.977 -5.018
F 3.625 -4.832 -5.517
F 5.147 -3.413 -6.063
F 5.459 -4.730 -4.397
C 0.874 1.111 -2.466
C 0.960 1.055 -3.857
C 0.191 1.891 -4.650
C -0.696 2.780 -4.059
C -0.819 2.835 -2.676
C -0.028 2.017 -1.882
C -1.516 3.729 -4.886
F -1.287 3.624 -6.200
F -2.831 3.546 -4.702
F -1.254 5.007 -4.548
H 4.791 3.993 -2.163
H 2.619 2.854 -2.207
H 4.238 -0.290 0.206
H 6.404 0.880 0.293
H 3.871 0.347 -3.463
H 4.894 -1.290 -4.995
H 2.866 -4.462 -2.963
H 1.792 -2.818 -1.465
H 1.629 0.355 -4.334
H 0.282 1.857 -5.724
H -1.522 3.517 -2.216
H -0.054 2.173 -0.803
C -0.730 -4.318 2.126
C -0.974 -2.839 1.802
C -2.486 -2.601 1.700
C -0.275 -2.436 0.497
H -1.167 -4.564 3.091
H 0.333 -4.544 2.155
H -1.190 -4.943 1.366
H -0.576 -2.235 2.631
H -2.878 -3.133 0.828
H -2.700 -1.526 1.622
H -2.988 -2.984 2.588
H -0.427 -3.255 -0.232
H 0.813 -2.356 0.693
```


Q: Which of them is the most stable? A: *1*.


*1*
11 unconnected molecules or ions with the total composition BF4H20O10, computed with ωB97M-V with the def2-TZVPD basis set.

- net charge = -1

Structure (XYZ):
```
35
BF4H20O10 | the OMol25 dataset | ωB97M-V with the def2-TZVPD basis set
B 0.606 0.110 0.804
F -0.115 0.081 1.969
F 1.422 -0.927 0.573
F -0.289 0.236 -0.219
F 1.427 1.229 0.788
O 4.840 1.001 3.460
H 4.137 1.500 3.044
H 4.869 0.176 2.975
O -2.224 2.642 -2.788
H -1.357 2.503 -3.169
H -2.739 1.890 -3.082
O 0.951 -4.612 1.502
H 1.225 -3.704 1.379
H 0.064 -4.550 1.855
O -1.236 3.649 0.774
H -0.577 2.962 0.869
H -1.505 3.598 -0.144
O 0.201 0.499 -4.304
H -0.211 -0.223 -4.778
H 0.796 0.072 -3.687
O 0.962 0.516 5.463
H 0.711 0.550 4.540
H 0.419 1.183 5.884
O -4.766 -0.419 1.421
H -4.710 -0.982 0.649
H -4.034 -0.695 1.972
O 3.930 2.374 -2.081
H 3.303 2.212 -1.376
H 4.733 2.639 -1.632
O 0.290 -2.958 -2.690
H 0.327 -2.406 -1.909
H -0.130 -3.765 -2.394
O -3.997 -2.075 -1.573
H -3.207 -1.593 -1.818
H -4.115 -2.714 -2.276
```


*2*
11 unconnected molecules or ions with the total composition BF4H20O10, computed with ωB97M-V with the def2-TZVPD basis set.

- net charge = -1

Structure (XYZ):
```
35
BF4H20O10 | the OMol25 dataset | ωB97M-V with the def2-TZVPD basis set
B 0.750 -0.875 1.058
F 1.084 -1.036 -0.262
F 0.136 -2.004 1.499
F 1.929 -0.482 1.738
F -0.106 0.094 0.908
O -2.442 -1.725 0.249
H -3.225 -1.955 0.727
H -1.782 -2.340 0.514
O 1.902 -0.472 -3.042
H 2.685 -0.677 -2.500
H 1.791 -1.312 -3.581
O 3.453 1.054 -0.099
H 2.948 0.617 0.564
H 4.019 1.734 0.310
O -0.713 -4.376 -0.190
H -0.217 -3.653 0.228
H -0.314 -4.635 -0.998
O 1.234 2.250 2.331
H 1.438 1.310 2.373
H 2.100 2.549 2.360
O -3.229 0.784 -0.480
H -4.143 0.570 -0.690
H -2.871 -0.080 -0.169
O 1.291 1.947 -1.689
H 2.161 1.761 -1.270
H 0.601 2.020 -0.957
O -2.140 0.993 2.319
H -1.269 0.961 1.961
H -2.490 0.212 1.905
O -0.741 2.517 -0.250
H -1.361 2.053 0.282
H -0.690 3.371 0.250
O -0.517 -0.048 -1.969
H -1.162 -0.721 -2.277
H -0.112 -0.407 -1.154
```


*3*
11 unconnected molecules or ions with the total composition BF4H20O10, computed with ωB97M-V with the def2-TZVPD basis set.

- net charge = -1

Structure (XYZ):
```
35
BF4H20O10 | the OMol25 dataset | ωB97M-V with the def2-TZVPD basis set
B -4.203 -14.117 -20.172
F -2.981 -13.977 -20.679
F -5.130 -13.450 -20.951
F -4.607 -15.456 -20.168
F -4.205 -13.470 -18.941
O -0.568 -14.766 -19.729
H -1.450 -14.514 -20.072
H -0.635 -15.651 -19.459
O -5.088 -14.851 -16.370
H -5.428 -14.683 -17.269
H -4.190 -14.618 -16.541
O -4.510 -10.819 -19.603
H -4.749 -11.683 -19.895
H -5.197 -10.336 -19.979
O -5.912 -10.248 -22.056
H -6.556 -10.834 -21.619
H -5.425 -10.934 -22.404
O -6.345 -11.946 -17.353
H -5.471 -11.536 -17.288
H -6.390 -12.740 -16.903
O -3.260 -11.740 -17.012
H -3.326 -12.348 -17.799
H -2.823 -12.268 -16.335
O -1.809 -11.583 -22.128
H -2.288 -12.343 -21.984
H -1.692 -11.158 -21.251
O -2.540 -14.489 -16.777
H -2.620 -15.104 -17.482
H -1.632 -14.656 -16.469
O -6.856 -15.043 -18.486
H -6.440 -15.915 -18.518
H -6.485 -14.561 -19.196
O -3.676 -16.854 -18.271
H -4.520 -17.210 -18.029
H -3.926 -16.306 -19.023
```


Q: Which of them is the most stable? A: *3*.


*1*
2 unconnected molecules or ions with the total composition C4H11NO2, computed with ωB97M-V with the def2-TZVPD basis set.

- net charge = 0
- SMILES string = NCCCC=O.O

Structure (XYZ):
```
18
C4H11NO2 | the OMol25 dataset | ωB97M-V with the def2-TZVPD basis set
O -0.330 -2.397 -0.678
C 0.703 -1.745 -0.498
C 0.939 -1.404 0.901
C 0.790 0.114 1.037
C -0.418 0.789 0.489
N -0.724 2.043 1.354
H 1.395 -1.330 -1.205
H 2.020 -1.732 1.014
H 0.136 -1.801 1.428
H 0.877 0.364 2.101
H 1.707 0.575 0.554
H -1.304 0.098 0.634
H -0.339 0.889 -0.602
H -1.599 2.515 1.133
H -0.006 2.725 1.192
H -1.569 -0.151 -2.195
H -0.745 0.166 -3.575
O -1.536 0.285 -3.084
```


*2*
2 unconnected molecules or ions with the total composition C4H11NO2, computed with ωB97M-V with the def2-TZVPD basis set.

- net charge = 0
- SMILES string = C[C@@H](N)CC=O.O

Structure (XYZ):
```
18
C4H11NO2 | the OMol25 dataset | ωB97M-V with the def2-TZVPD basis set
C 2.650 -0.997 -0.783
C 1.550 0.027 -0.326
C 1.376 -0.169 1.200
C 0.254 0.535 1.876
O -0.325 1.500 1.414
N 0.150 -0.210 -0.830
H 2.198 -1.902 -1.211
H 3.481 -1.269 -0.136
H 2.987 -0.410 -1.662
H 1.848 1.048 -0.556
H 2.280 0.092 1.773
H 1.174 -1.246 1.329
H -0.031 0.291 2.905
H -0.440 -0.721 -0.194
H -0.138 0.760 -0.779
H -5.687 0.578 -1.039
H -6.764 1.124 -1.952
O -6.562 0.967 -1.030
```


Q: Which of them is the most stable? A: *2*.